Entry 1:
Here is an isolated molecule of C21H22N4O5 at a distorted geometry from OMol25. Energies are from wB97M-V/def2-TZVPD.

The calculation puts the lowest unoccupied orbital energy at -0.4998 eV. The calculation puts the maximum force at 0.0266 Eh/bohr. For the HOMO-LUMO gap, the calculation gives 0.277 Eh. As for the net charge: 0. As for the energy above the lowest of the compared OMol25 structures with the same formula, charge and spin: 158.0 kcal/mol. For the total energy, the calculation gives -1408.5185 a.u.

Each atom is followed by the atoms it is bonded to, with distances in Å.
CARTESIAN COORDINATES (ANGSTROEM)
1 C -3.5922 2.5172 4.8905  O2 1.409, H31 1.092, H32 1.090, H33 1.092
2 O -3.0351 2.5204 3.5958  C1 1.409, C3 1.366
3 C -3.2350 1.4781 2.7357  O2 1.366, C4 1.391, C28 1.407
4 C -2.8638 1.7471 1.4225  C3 1.391, C5 1.381, H34 1.079
5 C -2.9751 0.8003 0.4235  C4 1.381, C6 1.385, H35 1.079
6 C -3.4789 -0.4561 0.7139  C5 1.385, C7 1.501, C27 1.388
7 C -3.5641 -1.5209 -0.3403  C6 1.501, C8 1.542, H36 1.091, H37 1.092
8 C -2.3608 -2.4798 -0.2416  C7 1.542, N9 1.427, H38 1.103, H39 1.094
9 N -1.1509 -1.7223 -0.2471  C8 1.427, C10 1.264
10 C -0.3601 -1.7844 -1.2308  N9 1.264, C11 1.438, H40 1.099
11 C 0.8334 -0.9839 -1.2906  C10 1.438, C12 1.373, C25 1.448
12 C 1.2586 -0.0207 -0.4089  C11 1.373, C13 1.477, N14 1.359
13 C 0.6309 0.4483 0.8426  C12 1.477, H41 1.089, H42 1.088, H43 1.088
14 N 2.4547 0.4664 -0.8307  C12 1.359, N15 1.384, H44 1.009
15 N 2.7641 -0.0843 -2.0620  N14 1.384, C16 1.381, C25 1.416
16 C 3.9624 0.1771 -2.6966  N15 1.381, C17 1.401, C24 1.402
17 C 4.1464 -0.2115 -4.0301  C16 1.401, C18 1.375, H45 1.077
18 C 5.3307 0.0665 -4.6719  C17 1.375, C19 1.393, H46 1.079
19 C 6.3446 0.7415 -3.9970  C18 1.393, N20 1.433, C23 1.391
20 N 7.5743 1.0430 -4.6691  C19 1.433, O21 1.214, O22 1.215
21 O 7.6937 0.6803 -5.8215  N20 1.214
22 O 8.4245 1.6481 -4.0461  N20 1.215
23 C 6.1778 1.1216 -2.6695  C19 1.391, C24 1.376, H47 1.079
24 C 4.9965 0.8404 -2.0217  C16 1.402, C23 1.376, H48 1.079
25 C 1.7802 -1.0508 -2.3841  C11 1.448, N15 1.416, O26 1.211
26 O 1.8033 -1.7446 -3.3767  C25 1.211
27 C -3.8533 -0.7348 2.0215  C6 1.388, C28 1.388, H49 1.079
28 C -3.7376 0.1998 3.0418  C3 1.407, C27 1.388, O29 1.375
29 O -4.0848 -0.0702 4.3446  C28 1.375, C30 1.405
30 C -4.6109 -1.3346 4.6566  O29 1.405, H50 1.089, H51 1.095, H52 1.095
31 H -4.6706 2.3454 4.8652  C1 1.092
32 H -3.3941 3.5133 5.2869  C1 1.090
33 H -3.1236 1.7697 5.5337  C1 1.092
34 H -2.4808 2.7333 1.2120  C4 1.079
35 H -2.6738 1.0439 -0.5840  C5 1.079
36 H -3.5615 -1.0599 -1.3295  C7 1.091
37 H -4.4803 -2.1038 -0.2289  C7 1.092
38 H -2.4100 -3.2146 -1.0630  C8 1.103
39 H -2.4061 -3.0078 0.7159  C8 1.094
40 H -0.5193 -2.4384 -2.0994  C10 1.099
41 H 1.0507 -0.0896 1.6918  C13 1.089
42 H 0.7959 1.5130 0.9939  C13 1.088
43 H -0.4333 0.2266 0.8060  C13 1.088
44 H 2.8040 1.3861 -0.6043  N14 1.009
45 H 3.3576 -0.7408 -4.5373  C17 1.077
46 H 5.4874 -0.2251 -5.6989  C18 1.079
47 H 6.9844 1.6287 -2.1625  C23 1.079
48 H 4.8924 1.1117 -0.9827  C24 1.079
49 H -4.2404 -1.7173 2.2407  C27 1.079
50 H -4.8190 -1.3054 5.7255  C30 1.089
51 H -5.5414 -1.5321 4.1143  C30 1.095
52 H -3.8915 -2.1343 4.4520  C30 1.095

These are the Löwdin partial charges, in e, on atoms 1 to 8:
1 C -0.0792
2 O -0.0742
3 C -0.2001
4 C -0.0068
5 C -0.0651
6 C -0.2499
7 C -0.1359
8 C -0.2264

---

Entry 2:
Here is an isolated molecule of C15H18BrN3 at a distorted geometry from OMol25. Energies are from wB97M-V/def2-TZVPD.

The calculation puts the lowest unoccupied orbital energy at 0.2321 eV. The calculation puts the maximum force at 0.1144 Eh/bohr. For the HOMO-LUMO gap, the calculation gives 0.289 Eh. As for the net charge: 0. As for the energy above the lowest of the compared OMol25 structures with the same formula, charge and spin: 44.5 kcal/mol. For the total energy, the calculation gives -3320.6143 a.u.

Each atom is followed by the atoms it is bonded to, with distances in Å.
CARTESIAN COORDINATES (ANGSTROEM)
1 C 0.8982 -0.9356 -4.9693  C2 1.602, H20 1.137, H21 1.159, H22 1.110
2 C -0.5267 -1.3792 -4.3862  C1 1.602, C3 1.611, H23 1.129, H24 1.133
3 C -1.0631 -0.5172 -3.1357  C2 1.611, C4 1.550, H25 1.130, H26 1.132
4 C -0.4625 -0.8898 -1.7562  C3 1.550, N5 1.525, H27 1.097, H28 1.128
5 N -1.3460 -0.4791 -0.5828  C4 1.525, C6 1.425, C9 1.411
6 C -2.2624 0.5887 -0.8076  N5 1.425, C7 1.576, H29 1.073, H30 1.105
7 C -2.2892 1.3586 0.5675  C6 1.576, C8 1.537, H31 1.147, H32 1.119
8 C -1.0922 0.7889 1.3457  C7 1.537, C9 1.332, C18 1.366
9 C -0.6933 -0.2748 0.6512  N5 1.411, C8 1.332, N10 1.387
10 N 0.4474 -0.9607 1.0402  C9 1.387, C11 1.299
11 C 1.1704 -0.5877 2.0529  N10 1.299, C12 1.436, C17 1.406
12 C 2.3055 -1.3872 2.4193  C11 1.436, C13 1.452, H33 1.104
13 C 3.1103 -0.9330 3.5387  C12 1.452, C14 1.367, H34 1.140
14 C 2.7625 0.1738 4.2623  C13 1.367, Br15 1.881, C16 1.380
15 Br 3.7516 0.8320 5.7208  C14 1.881
16 C 1.6392 0.8978 3.9183  C14 1.380, C17 1.407, H35 1.065
17 C 0.8139 0.5174 2.8448  C11 1.406, C16 1.407, C18 1.429
18 C -0.3388 1.2320 2.3957  C8 1.366, C17 1.429, N19 1.407
19 N -0.8174 2.3739 3.0637  C18 1.407, H36 1.054, H37 0.997
20 H 0.8231 0.0823 -5.4711  C1 1.137
21 H 1.6633 -0.9695 -4.0997  C1 1.159
22 H 1.2439 -1.7020 -5.6935  C1 1.110
23 H -1.3216 -1.2644 -5.1797  C2 1.129
24 H -0.3607 -2.4955 -4.2852  C2 1.133
25 H -0.9280 0.5710 -3.4099  C3 1.130
26 H -2.1789 -0.6966 -3.0625  C3 1.132
27 H 0.5568 -0.4966 -1.6619  C4 1.097
28 H -0.3894 -2.0112 -1.6562  C4 1.128
29 H -2.0155 1.3503 -1.5224  C6 1.073
30 H -3.3176 0.2858 -0.9344  C6 1.105
31 H -2.4397 2.4804 0.3793  C7 1.147
32 H -3.2073 1.0285 1.1155  C7 1.119
33 H 2.5034 -2.2762 1.7948  C12 1.104
34 H 4.0666 -1.3501 3.9984  C13 1.140
35 H 1.4076 1.6987 4.5804  C16 1.065
36 H -1.8569 2.4703 3.2065  N19 1.054
37 H -0.2566 2.8759 3.7182  N19 0.997

These are the Löwdin partial charges, in e, on atoms 1 to 8:
1 C -0.1324
2 C -0.2492
3 C -0.2011
4 C -0.1460
5 N -0.0458
6 C -0.1904
7 C -0.0818
8 C -0.1291

---

Q: Look up the lowest unoccupied orbital energy of the first one.
A: -0.4998 eV

---

Q: The highest energy above the lowest of the compared OMol25 structures with the same formula, charge and spin belongs to which entry?
A: C21H22N4O5

---

Q: Which of these has the highest HOMO-LUMO gap?
A: C15H18BrN3